{
  "formula": "C3H12NO2S",
  "method": "ωB97M-V/def2-TZVPD",
  "species": ["C", "C", "S", "C", "N", "H", "H", "H", "H", "H", "H", "H", "H", "H", "H", "O", "H", "H", "O"],
  "xyz": [[0.21923, -0.44079, 0.37020], [0.10686, -0.54137, -1.09777], [1.22192, 0.63760, -2.02912], [-0.77810, -1.33768, 1.13612], [-0.16805, -2.71337, 1.33678], [0.18003, 0.58810, 0.85669], [1.17409, -0.76204, 0.81092], [-0.81711, -0.32513, -1.63081], [0.36762, -1.58639, -1.39056], [-1.70371, -1.55976, 0.48678], [-1.08301, -1.08929, 2.14056], [-0.12609, -3.23817, 0.40274], [0.85211, -2.62556, 1.45151], [-0.79547, 2.41368, -2.59897], [-0.89579, 1.33026, -1.49322], [-1.40643, 1.99323, -1.98048], [1.33497, 2.41748, 0.73818], [1.01080, 3.76271, 0.93989], [1.30614, 3.07649, 1.55056]],
  "forces_ev_per_angstrom": [[-0.7, 1.6, 3.7], [1.9, -0.4, -1.7], [0.0, -0.9, 0.5], [-0.3, -2.7, -1.8], [0.6, -0.8, -2.2], [-0.4, -0.7, -1.3], [0.2, 0.0, -1.0], [-0.6, -0.3, 0.6], [-0.1, 0.7, -0.1], [1.1, 0.7, 1.2], [0.0, 0.9, 0.0], [-0.7, 0.9, 1.6], [-0.5, 0.3, 0.6], [-0.1, -0.1, 0.2], [-0.3, 0.8, -0.1], [-0.2, 0.1, 0.0], [0.3, 0.9, 2.8], [-0.2, 1.1, 0.7], [-0.1, -2.0, -3.6]],
  "lumo_energy_ev": [0.50, -2.60],
  "orbital_gap_ev": [10.22, 6.94],
  "multiplicity": 2
}